No. 1
Here is a cluster of 9 separate species, C21H60O9 in total at a distorted geometry from the OMol25 dataset. Energies are from wB97M-V/def2-TZVPD.

Positions of all 90 atoms, in Å:
C 5.287 33.289 -12.023
C 5.653 31.918 -11.508
C 5.713 30.742 -12.518
O 6.949 32.024 -10.949
H 4.259 33.277 -12.388
H 5.980 33.552 -12.822
H 5.421 34.074 -11.280
H 4.895 31.688 -10.759
H 6.473 30.912 -13.281
H 4.868 30.637 -13.199
H 5.968 29.837 -11.967
H 7.045 31.374 -10.249
C 1.849 27.174 -9.300
C 2.436 27.493 -10.719
C 3.515 28.519 -10.619
O 2.956 26.283 -11.241
H 2.527 26.701 -8.590
H 0.996 26.511 -9.446
H 1.412 28.029 -8.784
H 1.710 27.910 -11.418
H 3.126 29.485 -10.296
H 3.960 28.746 -11.587
H 4.269 28.213 -9.895
H 3.198 25.810 -10.442
C 6.516 36.969 -6.702
C 5.750 35.674 -7.154
C 6.377 35.145 -8.482
O 5.887 34.665 -6.213
H 7.543 36.772 -6.395
H 5.993 37.423 -5.860
H 6.574 37.738 -7.472
H 4.676 35.823 -7.260
H 5.991 34.176 -8.798
H 7.436 34.955 -8.304
H 6.291 35.894 -9.269
H 5.970 35.016 -5.323
C 2.542 29.740 -5.107
C 1.324 30.683 -5.214
C 1.618 32.069 -4.564
O 1.046 30.813 -6.575
H 3.455 30.335 -5.072
H 2.533 28.981 -5.889
H 2.690 29.228 -4.156
H 0.505 30.219 -4.665
H 2.051 31.869 -3.583
H 0.720 32.686 -4.577
H 2.370 32.548 -5.191
H 0.152 30.490 -6.706
C 5.573 35.119 -1.543
C 5.945 34.547 -2.895
C 4.963 33.399 -3.251
O 5.806 35.573 -3.744
H 5.845 34.391 -0.779
H 4.495 35.244 -1.438
H 6.123 36.046 -1.383
H 6.979 34.202 -2.911
H 5.181 32.982 -4.234
H 3.969 33.837 -3.341
H 4.880 32.590 -2.526
H 6.533 36.174 -3.568
C 8.155 30.571 -4.928
C 8.045 32.052 -5.347
C 9.469 32.663 -5.567
O 7.216 32.228 -6.447
H 9.070 30.045 -5.200
H 7.325 29.947 -5.255
H 8.011 30.623 -3.849
H 7.513 32.651 -4.608
H 9.334 33.702 -5.868
H 10.048 32.014 -6.224
H 10.027 32.731 -4.633
H 6.914 33.136 -6.530
C 3.905 32.609 -7.887
O 2.962 31.684 -8.427
H 3.582 33.643 -8.006
H 4.125 32.372 -6.846
H 4.858 32.409 -8.376
H 2.287 31.458 -7.783
C 0.279 31.229 -9.891
O 1.270 31.322 -10.916
H 0.459 30.318 -9.320
H 0.350 32.145 -9.304
H -0.646 31.205 -10.467
H 2.117 31.377 -10.468
C 6.472 29.493 -8.616
O 7.374 30.564 -8.768
H 6.646 28.753 -9.397
H 6.770 29.015 -7.683
H 5.435 29.824 -8.562
H 7.447 31.029 -7.931

The HOMO energy comes out at -0.3335 hartree. The value obtained for the largest force on an atom is 4.0 eV/Å. The calculation puts the total energy at -41175.308 eV. The calculation puts the gap between HOMO and LUMO at 9.3579 eV. The calculation puts the molecular weight at 456.70 u. As for the SMILES: CC(C)O.CC(C)O.CC(C)O.CC(C)O.CC(C)O.CC(C)O.CO.CO.CO.

=====

No. 2
Here is a cluster of 7 separate species, C27H29Cl4N5 in total at a distorted geometry from the OMol25 dataset. Energies are from wB97M-V/def2-TZVPD.

Positions of all 65 atoms, in Å:
N -3.578 2.530 5.127
C -2.721 2.496 4.087
C -3.091 1.977 2.792
C -4.464 1.680 2.605
C -5.373 1.841 3.644
C -4.874 2.197 4.890
H -1.693 2.683 4.361
H -2.379 1.786 2.003
H -4.856 1.334 1.660
H -6.414 1.582 3.519
H -5.586 2.339 5.690
N 1.020 2.307 3.650
C 1.235 3.304 2.809
C 2.402 4.040 2.831
C 3.394 3.799 3.747
C 3.047 2.948 4.812
C 1.905 2.094 4.634
H 0.502 3.531 2.049
H 2.539 4.756 2.034
H 4.324 4.348 3.778
H 3.696 2.800 5.662
H 1.636 1.386 5.404
N -0.120 0.673 0.543
C 1.143 0.973 0.135
C 1.546 0.899 -1.221
C 0.709 0.253 -2.154
C -0.573 -0.070 -1.735
C -0.958 0.176 -0.409
H 1.858 1.132 0.930
H 2.573 1.163 -1.422
H 1.036 0.060 -3.165
H -1.289 -0.411 -2.467
H -1.964 -0.060 -0.096
N -5.630 -3.703 -2.615
C -4.792 -4.782 -2.506
C -3.455 -4.688 -2.859
C -2.930 -3.455 -3.209
C -3.778 -2.321 -3.313
C -5.129 -2.522 -3.067
H -5.226 -5.706 -2.154
H -2.822 -5.561 -2.796
H -1.871 -3.357 -3.393
H -3.325 -1.395 -3.634
H -5.853 -1.722 -3.012
N 5.217 -0.249 0.183
C 4.884 0.622 1.163
C 4.085 0.259 2.217
C 3.438 -0.925 2.196
C 3.764 -1.838 1.226
C 4.626 -1.457 0.229
H 5.413 1.558 1.264
H 3.756 1.008 2.922
H 2.649 -1.138 2.902
H 3.191 -2.753 1.180
H 4.783 -2.176 -0.561
C 3.788 -1.334 -4.490
Cl 3.006 -2.446 -3.283
Cl 3.750 0.362 -4.062
H 4.821 -1.623 -4.683
H 3.219 -1.460 -5.412
C -0.949 -1.980 -6.332
Cl -0.890 -0.681 -5.152
Cl 0.427 -3.066 -6.188
H -1.897 -2.494 -6.168
H -0.899 -1.522 -7.320

The HOMO energy (alpha / beta) comes out at 0.0099 / -0.1642 hartree. As for the charge: -1. The value obtained for the largest force on an atom is 3.5 eV/Å. Its multiplicity is 2. The calculation puts the total energy at -86006.909 eV. The calculation puts the gap between HOMO and LUMO (alpha / beta) at 1.4149 / 6.1512 eV. The calculation puts the molecular weight at 565.38 u.

=====

No. 3
Here is a cluster of 7 separate species, C32H69ClFN6O8P in total at a distorted geometry from the OMol25 dataset. Energies are from wB97M-V/def2-TZVPD.

Positions of all 118 atoms, in Å:
C -4.739 -1.773 -1.799
C -5.509 -0.609 -1.110
C -4.615 0.344 -0.231
C -3.180 -0.168 0.029
C -2.428 0.840 0.962
C -0.892 0.557 0.908
C -0.040 1.775 0.478
C -0.444 2.381 -0.901
C -0.146 1.451 -2.103
C -0.328 2.248 -3.431
C -1.703 2.094 -4.163
Cl -3.009 1.354 -3.156
O -1.480 1.422 -5.422
C -1.424 0.075 -5.302
O -0.445 -0.459 -5.053
F -2.525 -0.608 -5.539
P -2.287 3.844 -4.650
C -3.845 3.482 -5.642
C -2.985 4.557 -3.058
H -3.829 -1.392 -2.280
H -4.560 -2.559 -1.053
H -5.379 -2.184 -2.598
H -6.323 -0.999 -0.481
H -5.965 -0.011 -1.919
H -4.544 1.336 -0.707
H -5.109 0.426 0.752
H -3.185 -1.147 0.540
H -2.586 -0.288 -0.889
H -2.691 1.860 0.638
H -2.776 0.667 1.994
H -0.569 0.147 1.874
H -0.734 -0.235 0.151
H 0.018 2.546 1.263
H 0.999 1.413 0.333
H 0.219 3.262 -1.023
H -1.472 2.779 -0.901
H -0.672 0.489 -2.075
H 0.933 1.212 -2.039
H 0.452 1.907 -4.127
H -0.163 3.329 -3.284
H -4.373 4.446 -5.859
H -4.560 2.888 -5.040
H -3.628 2.935 -6.568
H -2.208 4.416 -2.295
H -3.916 4.012 -2.845
H -3.191 5.615 -3.262
C 2.090 2.101 6.148
N 1.065 2.035 5.114
C 0.016 1.184 5.021
C -0.151 0.153 6.110
O -0.763 1.261 4.078
H 2.061 3.091 6.604
H 3.062 1.959 5.687
H 1.940 1.347 6.914
H 1.113 2.695 4.353
H -1.031 -0.449 5.894
H 0.719 -0.504 6.147
H -0.293 0.640 7.076
C -5.472 -3.223 -6.895
N -6.065 -3.544 -5.611
C -7.271 -4.120 -5.356
C -8.136 -4.489 -6.537
O -7.625 -4.323 -4.206
H -4.522 -3.754 -6.987
H -5.278 -2.150 -6.936
H -6.121 -3.503 -7.719
H -5.543 -3.325 -4.775
H -9.058 -4.935 -6.172
H -8.386 -3.600 -7.117
H -7.625 -5.217 -7.169
C -2.005 7.522 -9.583
N -2.627 7.239 -8.304
C -3.841 6.680 -8.062
C -4.685 6.287 -9.249
O -4.220 6.508 -6.912
H -1.059 6.981 -9.642
H -1.801 8.593 -9.647
H -2.639 7.228 -10.413
H -2.121 7.474 -7.463
H -5.618 5.858 -8.892
H -4.917 7.163 -9.857
H -4.168 5.540 -9.852
C 8.561 2.322 5.881
N 7.217 2.820 6.102
C 6.050 2.128 6.069
C 6.125 0.655 5.765
O 4.987 2.701 6.281
H 9.160 2.512 6.773
H 9.004 2.860 5.040
H 8.566 1.256 5.667
H 7.096 3.800 6.310
H 5.121 0.238 5.772
H 6.560 0.494 4.778
H 6.718 0.141 6.520
C 8.513 -4.574 3.698
N 8.608 -3.319 4.423
C 7.854 -2.897 5.468
C 6.775 -3.822 5.963
O 8.058 -1.800 5.975
H 9.467 -5.099 3.776
H 8.316 -4.359 2.646
H 7.721 -5.207 4.089
H 9.312 -2.654 4.141
H 6.257 -3.353 6.797
H 6.052 -4.018 5.171
H 7.210 -4.760 6.309
C 3.143 -8.739 6.789
N 4.089 -8.138 5.869
C 4.315 -6.819 5.634
C 3.498 -5.817 6.410
O 5.158 -6.477 4.817
H 3.689 -9.359 7.502
H 2.457 -9.375 6.226
H 2.574 -7.990 7.329
H 4.671 -8.748 5.315
H 3.793 -4.814 6.113
H 2.436 -5.944 6.194
H 3.677 -5.928 7.481

The HOMO energy comes out at -0.3065 hartree. The value obtained for the largest force on an atom is 4.6 eV/Å. The calculation puts the total energy at -84154.389 eV. The calculation puts the gap between HOMO and LUMO at 8.8841 eV. The calculation puts the molecular weight at 751.36 u. As for the SMILES: CCCCCCCCCC[C@](Cl)(OC(=O)F)P(C)C.CNC(C)=O.CNC(C)=O.CNC(C)=O.CNC(C)=O.CNC(C)=O.CNC(C)=O.

=====

Q: The lowest total energy belongs to which entry?
A: C27H29Cl4N5